ORCA calculation (ωB97M-V with the def2-TZVPD basis set) on C38H33N5O2OsP2 as an isolated structure.

Geometry as XYZ:
```
81
Properties=species:S:1:pos:R:3:forces:R:3
Os 0.07498 -0.29754 0.19097 0.0 -0.8 -0.2
N 3.77143 0.08052 2.07518 0.3 0.0 0.0
C 4.25953 0.46092 0.83982 0.0 0.0 0.2
C 3.20998 0.39334 -0.01483 -0.1 -0.1 0.0
N 2.10368 -0.03174 0.69437 -0.1 0.1 -0.4
C 2.46976 -0.20769 1.94861 0.0 0.1 0.2
C 1.46826 -0.58168 2.92927 0.1 0.0 0.2
N 0.21456 -0.70671 2.54829 -0.1 0.1 -0.2
C -0.51504 -1.01448 3.66761 -0.1 -0.1 -0.1
C 0.32330 -1.07494 4.74010 0.0 0.0 -0.1
N 1.57924 -0.79550 4.25482 0.0 0.0 0.1
H 4.32234 0.01360 2.91531 0.0 0.0 0.0
H 5.28802 0.73823 0.68133 0.0 0.0 0.1
H 3.17022 0.61817 -1.06857 0.0 0.0 0.1
H -1.57961 -1.18537 3.63391 0.1 0.0 0.0
H 0.13766 -1.28556 5.78065 0.1 0.0 -0.1
H 2.41896 -0.78251 4.81067 0.0 0.0 0.0
O -3.85644 0.64146 -0.25563 -0.1 -0.1 0.0
C -2.67727 0.78271 -0.20872 0.3 -0.1 -0.1
O -1.82902 -0.28177 -0.25717 -0.1 0.1 0.1
C -2.03762 2.17191 -0.13703 0.1 -0.2 0.1
P -0.22573 2.05794 -0.01215 0.0 0.5 0.2
C 0.34246 2.82292 1.52958 -0.1 0.0 0.0
C 1.63057 3.32703 1.71132 0.0 0.0 0.1
C 2.04935 3.73796 2.97096 0.0 0.0 0.0
C 1.19634 3.63618 4.06001 0.0 0.0 0.0
C -0.07751 3.10657 3.89326 0.0 0.0 0.0
C -0.49955 2.69160 2.63915 0.0 0.1 0.0
C 0.44569 2.72848 -1.54610 0.1 -0.1 -0.1
C -0.07976 2.14079 -2.70328 0.1 0.0 0.0
C 0.37433 2.53452 -3.95173 -0.1 0.1 0.0
C 1.36560 3.50223 -4.05599 0.0 0.0 -0.1
C 1.90103 4.07337 -2.91242 0.0 0.0 0.1
C 1.44744 3.68912 -1.65691 -0.1 0.1 -0.1
H -2.46418 2.70773 0.70554 -0.1 0.1 0.1
H -2.31988 2.71830 -1.03338 0.0 0.1 -0.1
H 2.31965 3.40310 0.88508 0.0 0.0 0.0
H 3.04353 4.15107 3.09536 -0.1 0.0 0.0
H 1.51796 3.97945 5.03604 0.0 0.0 0.0
H -0.74846 3.02345 4.73938 0.0 0.0 0.0
H -1.49105 2.26790 2.53473 0.0 0.0 0.0
H -0.83939 1.36841 -2.63796 0.0 0.0 0.0
H -0.05131 2.08895 -4.84184 0.0 0.0 0.1
H 1.71317 3.81852 -5.03216 0.0 0.0 0.1
H 2.66714 4.83341 -2.99386 0.0 0.0 0.0
H 1.84631 4.18329 -0.78690 0.0 0.1 0.0
N 0.30008 -2.10653 -0.28273 -0.1 0.2 0.0
P 0.14252 -3.10223 -1.56372 0.0 0.0 0.0
C 1.54276 -4.21652 -1.63193 0.1 0.1 0.1
C 2.37615 -4.35204 -0.52098 0.0 -0.1 -0.1
C 3.47952 -5.19242 -0.59091 0.0 0.0 0.0
C 3.74890 -5.88802 -1.76234 0.0 0.0 0.0
C 2.91696 -5.75403 -2.86811 0.0 0.0 0.0
C 1.81499 -4.91669 -2.80798 0.0 0.0 0.0
C 0.15919 -2.14337 -3.08179 0.1 0.1 -0.1
C -0.80181 -2.30354 -4.07484 0.0 0.1 0.0
C -0.69988 -1.56657 -5.25112 0.0 0.0 0.0
C 0.35523 -0.68522 -5.43230 0.0 0.0 0.0
C 1.32133 -0.52704 -4.44197 0.0 -0.1 0.0
C 1.22570 -1.25539 -3.26920 -0.1 -0.1 -0.1
C -1.37916 -4.01581 -1.47017 0.0 -0.2 0.1
C -1.36990 -5.41037 -1.42132 -0.1 0.1 0.0
C -2.57425 -6.09526 -1.32858 0.0 0.0 0.0
C -3.76955 -5.39160 -1.27515 0.0 0.0 0.0
C -3.77564 -4.00071 -1.30911 0.0 0.0 0.0
C -2.58272 -3.30639 -1.40507 0.0 -0.1 0.0
H 2.14605 -3.81237 0.38935 0.0 0.0 0.0
H 4.12612 -5.31279 0.26983 0.0 0.0 0.0
H 4.61146 -6.54043 -1.81606 0.0 0.0 0.0
H 3.12929 -6.30219 -3.77770 0.0 0.0 0.0
H 1.16926 -4.80941 -3.67351 0.0 0.0 0.0
H -1.62272 -2.99706 -3.93516 0.0 0.0 0.0
H -1.44437 -1.68824 -6.02757 0.0 0.0 0.0
H 0.43559 -0.12483 -6.35621 0.0 0.0 0.0
H 2.15296 0.14823 -4.60131 0.0 0.0 0.0
H 1.99066 -1.17024 -2.50341 0.0 0.0 0.0
H -0.43549 -5.95646 -1.45726 0.0 0.0 0.0
H -2.57675 -7.17773 -1.29464 0.0 0.1 0.0
H -4.70605 -5.93037 -1.20220 0.0 0.0 0.0
H -4.71159 -3.45845 -1.25530 0.0 0.0 0.0
H -2.58543 -2.22357 -1.41214 0.0 0.0 0.0
```
Forces are in eV/Å.

Summary:
LUMO (spin up / spin down) = -5.244 / -6.868 eV
spin multiplicity = 5
net charge = +2
HOMO-LUMO gap (spin up / spin down) = 8.38 / 7.01 eV

---

ORCA calculation (ωB97M-V with the def2-TZVPD basis set) on a 3-piece molecular cluster, C22H33BrN4O5S overall.

Geometry as XYZ:
```
66
Properties=species:S:1:pos:R:3:forces:R:3
C 1.53198 5.82730 -3.01159 -0.5 -0.6 -0.9
C 0.20109 4.91448 -2.73757 -0.1 0.6 -0.2
C 0.46896 3.33958 -2.93129 0.1 -0.6 1.6
C 0.19925 2.58985 -1.53303 1.3 -0.8 1.5
C -1.22105 1.91816 -1.27687 2.0 -1.4 4.4
Br -2.70110 1.95259 -2.60306 1.7 0.1 1.1
C -1.47444 1.17355 0.05459 1.7 2.1 -2.4
C -2.85784 0.41355 0.42868 1.6 0.3 1.0
C -2.50538 -1.14013 0.66865 0.3 -0.5 -0.6
C -3.15736 -2.15530 -0.39702 1.0 -0.5 0.7
C -2.03963 -3.27891 -0.78166 -1.3 0.7 -1.1
O -1.40516 -3.87328 0.39092 2.4 1.2 -0.2
C 0.01129 -3.60211 0.40330 1.3 -1.1 -2.3
O 0.81600 -4.03929 -0.45097 -3.3 1.6 3.2
C -0.26070 1.17953 1.08429 -0.6 -0.5 0.2
N -0.41493 0.50015 2.35468 3.9 3.0 -3.2
S 1.12655 0.74340 3.05005 -0.4 0.8 -1.6
N 2.08535 1.65249 1.93364 -5.5 -1.2 -2.0
C 1.14787 1.83323 0.84177 -0.9 -0.4 -0.3
C 1.37904 2.54697 -0.53205 -2.9 -0.8 -0.1
C 2.82968 3.18767 -0.80726 -0.3 -1.1 0.6
C 3.72374 2.25148 -1.78238 1.2 2.8 -1.3
O 4.52287 2.79465 -2.58727 -2.7 -2.3 2.7
H 2.38577 5.15658 -3.39713 -1.2 1.1 0.7
H 1.28160 6.54599 -3.87935 0.6 -0.8 1.6
H 1.87606 6.37213 -2.06426 -0.6 -0.7 -1.5
H -0.17310 5.19710 -1.68048 0.5 -0.9 -1.6
H -0.66073 5.19448 -3.44840 1.5 -0.2 1.0
H 1.56788 3.15916 -3.19065 -1.5 0.3 0.3
H -0.16600 2.83582 -3.73403 0.8 0.9 1.1
H -3.66306 0.55061 -0.36697 1.3 0.0 1.2
H -3.17064 0.86687 1.44675 0.2 -0.6 -1.8
H -2.76589 -1.52053 1.72136 0.4 0.9 -1.6
H -1.36392 -1.24331 0.56536 -1.7 0.2 0.3
H -3.46453 -1.67953 -1.38904 0.5 -0.5 1.4
H -4.07211 -2.64062 0.09563 1.3 0.6 -0.9
H -2.62607 -4.09258 -1.35603 1.3 1.1 0.8
H -1.21834 -2.79400 -1.42251 -1.5 -0.9 0.7
H 0.37524 -2.89620 1.23800 -0.9 -1.2 -0.9
H 3.39334 3.18213 0.20696 -1.0 -0.1 -1.5
H 2.79600 4.27853 -1.13808 0.0 -1.7 0.1
H 3.59258 1.11475 -1.67299 0.2 1.4 -0.2
C -1.04531 -6.08790 -5.06420 0.1 -0.1 0.5
N -1.07839 -4.88851 -4.25608 -0.1 0.4 -0.2
C -1.28063 -3.60431 -4.65772 0.1 0.1 0.6
C -1.50347 -3.34555 -6.12305 0.0 0.1 -0.1
O -1.27697 -2.70054 -3.83155 -0.1 0.0 -0.3
H -1.82146 -6.76612 -4.70254 0.1 -0.2 -0.2
H -0.07002 -6.56207 -4.93342 -0.1 -0.2 -0.2
H -1.20865 -5.87944 -6.11966 0.0 0.1 0.1
H -0.93624 -4.97833 -3.25885 0.1 0.0 -0.1
H -1.64871 -2.27642 -6.28224 0.0 -0.2 0.2
H -0.63180 -3.66485 -6.69830 -0.1 -0.1 -0.1
H -2.39778 -3.87027 -6.46608 0.1 -0.1 -0.1
C 1.22990 0.65824 9.51497 -0.5 0.0 0.0
N 0.59276 0.62616 8.21636 0.3 0.0 -0.4
C 1.17371 0.49268 6.99323 -0.6 0.0 -0.3
C 2.67100 0.35745 6.93019 0.1 0.0 -0.1
O 0.47780 0.48543 5.98548 0.2 0.0 0.2
H 0.82616 -0.16043 10.11487 0.2 0.1 0.2
H 0.98083 1.60712 9.99535 0.2 -0.1 0.2
H 2.31135 0.55911 9.44696 -0.1 0.0 -0.1
H -0.41327 0.71138 8.17401 0.1 0.0 0.0
H 2.98083 0.25996 5.88899 -0.2 0.0 0.1
H 3.14704 1.24612 7.35004 0.1 -0.1 0.1
H 2.99116 -0.53594 7.47055 0.1 0.1 0.1
```
Forces are in eV/Å.

Summary:
LUMO = -0.908 eV
SMILES = CCCc1c(Br)c(CCCCOC=O)c2nsnc2c1CC=O.CNC(C)=O.CNC(C)=O
spin multiplicity = 1
HOMO-LUMO gap = 7.27 eV

---

ORCA calculation (ωB97M-V with the def2-TZVPD basis set) on C45H57Br2F4N4O15PS3 as an isolated structure.

Geometry as XYZ:
```
131
Properties=species:S:1:pos:R:3:forces:R:3
C -4.16236 2.30755 5.40460 0.0 0.0 -0.9
C -4.21314 0.83634 6.03477 0.0 1.4 0.6
F -5.42398 0.76134 6.84844 1.5 -0.1 -1.1
C -2.99002 0.50584 7.04038 -0.4 -1.5 -0.7
C -1.79112 -0.14909 6.21708 2.9 -1.7 -1.7
C -1.72492 -1.70052 6.13553 2.1 0.9 -1.6
C -0.64426 -2.50181 5.34515 0.0 4.4 -0.1
C 0.46495 -1.70285 4.56663 -3.7 0.9 2.5
C 0.38206 -0.16099 4.65693 -1.3 -1.4 0.7
C -0.67679 0.65518 5.44725 -0.5 -3.2 0.2
C -0.67684 2.25853 5.50407 0.7 -0.4 -0.3
N -0.74764 2.80095 6.91658 -0.5 -0.5 -1.0
S 1.67153 0.79478 3.69188 -0.8 -1.7 -0.4
C 2.00468 -0.35798 2.27278 0.1 -2.0 -1.4
C 2.39510 0.27668 0.91749 -0.3 -3.7 0.0
C 2.65070 -0.61938 -0.31466 -0.7 -1.6 3.4
C 3.01923 -0.09448 -1.77446 -0.3 -0.2 0.4
C 2.78636 1.47767 -2.03193 0.8 -0.2 -0.6
C 1.68661 1.84863 -3.13482 0.4 0.3 0.2
F 1.61813 0.95326 -4.24393 0.0 1.4 2.8
Br 2.28652 3.61653 -3.90708 0.2 -1.1 0.5
C 0.19721 2.12256 -2.55009 -1.3 0.4 0.0
F -0.55512 0.94342 -2.32148 2.1 2.4 -0.1
F 0.19603 2.92326 -1.36654 0.4 -2.3 -2.4
Br -0.79657 3.21716 -3.92491 -0.2 -1.1 1.0
C 2.54132 -2.18380 -0.09500 -0.5 1.2 1.2
C 2.86890 -3.10364 -1.38226 0.6 -1.5 -1.6
C 1.75771 -3.64057 -2.33218 3.8 -1.0 -0.9
C 2.21132 -4.52791 -3.53495 2.7 0.9 1.7
C 3.71646 -4.88800 -3.78272 -0.4 2.3 3.1
C 4.81601 -4.32859 -2.82961 -4.3 1.1 0.8
C 4.35671 -3.44443 -1.64787 -2.2 -1.1 -2.0
C 2.14584 -2.81064 1.29251 -0.7 3.6 -0.9
P 2.02136 -4.67287 1.50322 4.4 -2.9 1.3
O 3.41972 -5.18833 1.93787 -3.8 1.8 -1.0
O 0.92822 -5.18384 2.70704 0.2 0.5 -3.0
O 1.61505 -5.51659 0.07362 -0.9 1.1 2.7
C 1.84707 -1.88680 2.53586 1.1 1.3 -3.9
N 1.43592 -2.50072 3.80351 0.2 2.6 -0.5
C 2.57174 -3.01760 4.61744 1.3 -0.7 0.0
C 3.38969 -1.92424 5.45847 1.0 -1.4 1.2
C 4.93560 -1.82378 4.94677 -1.1 1.1 -0.3
S 5.94352 -3.23794 5.64903 0.7 0.5 -0.7
C 7.62148 -3.18418 4.80543 0.5 0.9 -1.1
S 8.09742 -4.22958 3.59817 -0.9 1.2 2.0
N 8.57228 -2.12593 5.23459 0.0 -0.8 0.0
C 8.29153 -0.72985 5.45488 5.0 0.4 1.6
C 9.66146 -0.16484 5.90248 -3.3 -4.4 -1.8
N 10.60478 -1.27121 5.89402 -2.6 -1.5 -0.9
C 9.97985 -2.48709 5.47453 -1.3 6.1 1.1
H -3.72008 2.21478 4.33825 -0.6 0.2 1.7
H -3.52259 3.05572 5.98335 -0.9 -1.2 -0.6
H -5.20706 2.77533 5.25968 1.5 -1.0 0.4
H -4.29918 0.10042 5.16691 0.0 0.7 1.5
H -3.39353 -0.31950 7.74210 0.6 1.3 -1.2
H -2.69963 1.37754 7.71078 -0.4 -1.1 -1.3
H -2.53466 -2.33378 6.65706 1.4 1.3 -0.8
H -0.66432 -3.63983 5.29459 0.0 1.8 0.1
H -1.53846 2.61321 4.84760 1.1 -0.3 1.1
H 0.27883 2.72887 5.06006 -1.4 -1.2 0.4
H -0.53302 2.04503 7.58261 -0.4 0.7 -0.4
H -1.67529 3.21364 7.09689 0.8 -0.6 0.1
H 2.48336 1.40808 0.87407 -0.2 -1.7 0.1
H 4.12441 -0.33221 -2.01442 -1.8 0.3 0.5
H 2.40310 -0.70731 -2.51633 0.9 0.8 1.0
H 2.55042 2.09627 -1.10514 0.2 -0.9 -1.3
H 3.78910 1.88554 -2.43653 -1.8 -0.6 0.6
H 0.64038 -3.41386 -2.18010 2.1 -0.4 -0.2
H 1.48110 -4.96241 -4.30829 1.0 0.9 1.6
H 4.06683 -5.55747 -4.64300 -0.9 1.1 1.4
H 5.93115 -4.51043 -2.94686 -1.8 0.1 0.0
H 5.13817 -3.02333 -0.93752 -1.2 -0.7 -1.0
H 0.23752 -5.71918 2.24489 0.4 0.7 0.7
H 1.31195 -6.40206 0.39586 0.5 0.7 -0.5
H 3.32736 -3.49943 3.88269 -1.4 0.6 1.1
H 2.19846 -3.87550 5.27684 0.4 1.4 -0.9
H 2.89252 -0.90523 5.55842 0.8 -1.4 -0.5
H 3.47442 -2.34026 6.53784 -0.3 0.8 -1.6
H 4.91813 -1.92411 3.81114 0.3 0.4 1.5
H 5.31848 -0.81199 5.32354 -0.3 -1.5 -0.8
H 7.33156 -0.13962 5.33493 1.3 -1.5 0.0
H 9.84282 0.92361 6.17639 0.2 -2.0 -0.4
H 10.41938 -3.52855 5.37143 -0.8 1.8 0.2
C 1.00455 0.39932 -11.40458 0.1 0.1 -0.4
O 0.67952 -0.12705 -10.11943 0.1 0.2 0.4
C 1.02922 0.66832 -9.09373 -0.1 -0.1 0.1
O 1.57163 1.74271 -9.18297 -0.2 -0.4 0.0
O 0.66914 0.05826 -7.95258 0.1 0.1 -0.6
C 0.98205 0.79525 -6.77026 0.0 0.1 0.2
H 0.67806 -0.32358 -12.15302 -0.1 -0.1 0.3
H 0.47825 1.34020 -11.58010 0.2 0.0 0.1
H 2.08371 0.53590 -11.50358 -0.1 0.1 0.1
H 0.45459 1.75211 -6.76173 0.2 0.0 -0.1
H 2.05987 0.94724 -6.68507 -0.2 0.1 -0.1
H 0.64800 0.21079 -5.91550 -0.1 -0.2 -0.5
C -3.18222 8.67819 -6.93609 -0.2 0.4 -0.1
O -2.54024 7.44897 -6.60184 -0.1 -0.4 -0.1
C -3.12595 6.36072 -7.12881 0.1 0.0 0.0
O -4.10766 6.35325 -7.82970 0.4 0.0 0.3
O -2.42641 5.28151 -6.73840 -0.1 0.4 0.0
C -2.93823 4.04349 -7.22805 -0.1 -0.4 -0.1
H -2.62590 9.48529 -6.45821 0.1 -0.3 0.0
H -3.16658 8.83986 -8.01617 -0.1 -0.1 0.1
H -4.20676 8.69332 -6.55783 0.1 -0.1 -0.2
H -2.91290 4.02035 -8.31962 -0.1 0.1 0.1
H -3.95299 3.87386 -6.86115 0.1 0.1 -0.2
H -2.29825 3.24418 -6.85161 0.1 0.3 0.1
C -8.60272 7.40627 3.34248 -0.2 0.4 -0.1
O -7.93580 6.18561 3.65896 -0.1 -0.4 -0.1
C -8.50067 5.09309 3.11784 0.1 0.0 0.0
O -9.48320 5.07578 2.41822 0.4 0.0 0.3
O -7.77922 4.02290 3.49244 -0.1 0.4 0.0
C -8.26736 2.78146 2.98650 -0.1 -0.4 -0.1
H -8.06182 8.21770 3.83062 0.1 -0.3 0.0
H -8.59212 7.58300 2.26469 -0.1 -0.1 0.1
H -9.62671 7.39578 3.72233 0.1 -0.1 -0.2
H -8.24328 2.77391 1.89460 -0.2 0.1 0.1
H -9.27784 2.58663 3.35231 0.1 0.1 -0.2
H -7.61072 1.99043 3.35090 0.1 0.3 0.1
C -3.38436 -2.42083 -3.98652 -0.2 0.5 -0.1
O -2.73196 -3.63808 -3.64674 0.0 -0.6 -0.1
C -3.30160 -4.73936 -4.16476 0.0 0.0 0.0
O -4.28295 -4.76701 -4.86549 0.4 0.0 0.3
O -2.58609 -5.80482 -3.76542 -0.1 0.4 0.0
C -3.08029 -7.05405 -4.24529 -0.1 -0.4 -0.1
H -2.83038 -1.61018 -3.51147 0.1 -0.3 0.0
H -3.37043 -2.26164 -5.06700 -0.1 -0.1 0.1
H -4.40864 -2.41053 -3.60740 0.1 -0.1 -0.2
H -3.05466 -7.08519 -5.33670 -0.2 0.1 0.1
H -4.09256 -7.23513 -3.87718 0.1 0.1 -0.2
H -2.42812 -7.83978 -3.86219 0.1 0.3 0.1
```
Forces are in eV/Å.

Summary:
LUMO = -1.037 eV
spin multiplicity = 1
HOMO-LUMO gap = 7.16 eV